No. 1
Molecular formula: C20H26N2O5S
Method: DFT, the ωB97M-V functional and the def2-TZVPD basis

```
54
Properties=species:S:1:pos:R:3:mulliken_charge:R:1
C -4.789 -3.700 3.272 -0.61
H -4.662 -3.429 4.368 0.23
O -3.821 -4.089 2.524 -0.34
C -2.715 -3.083 2.296 -0.14
C -1.744 -3.400 1.524 0.16
C -0.493 -2.793 1.058 -1.04
C -0.245 -1.539 1.572 0.31
C -1.527 -0.945 2.327 -0.99
C -2.595 -1.699 2.676 1.16
O -3.532 -1.286 3.638 -0.28
C -3.466 -0.046 3.815 -1.10
H -4.384 0.284 4.447 0.27
H -2.575 0.375 4.762 0.23
H -3.445 0.649 3.104 0.55
H -1.385 0.080 2.713 0.46
C 0.792 -0.733 1.145 0.35
N 0.988 0.522 1.767 -0.52
C 2.139 0.888 0.987 0.37
C 2.290 -0.163 0.090 1.10
O 1.638 -1.207 0.200 -0.40
C 3.566 -0.142 -0.835 -1.69
H 3.522 -1.049 -1.710 0.27
H 3.833 0.638 -1.331 0.46
H 4.621 -0.690 -0.308 0.27
C 2.371 2.312 1.017 -0.84
H 2.182 2.620 2.137 0.52
H 3.764 2.320 1.301 0.31
S 2.013 3.355 -0.270 0.11
O 2.937 2.960 -1.407 -0.63
C 0.387 2.894 -0.258 -1.35
C -0.074 1.648 -1.192 0.43
O -0.887 1.004 -0.728 -0.56
N 0.629 1.531 -2.294 0.22
C 0.460 0.577 -3.121 0.01
H 0.034 -0.280 -2.577 0.45
C 1.638 -0.078 -4.043 -0.80
C 1.335 0.426 -5.421 -0.28
H 1.319 -0.780 -5.887 0.14
C 0.369 1.344 -5.492 -1.10
H 0.852 2.284 -5.387 0.25
H -0.042 1.301 -6.285 0.62
C -0.329 0.777 -4.441 -0.81
H -1.044 0.098 -4.673 0.60
H -1.138 1.762 -3.902 0.11
H 2.366 0.730 -6.043 0.30
H 2.462 0.657 -3.411 0.02
H 1.992 -0.979 -3.587 0.49
H 1.436 2.188 -2.271 0.21
H -0.270 3.795 -0.871 0.39
H 0.035 2.834 0.564 0.86
H 0.083 -3.242 0.333 0.64
H -1.884 -4.591 1.000 0.07
H -5.659 -4.563 3.282 0.20
H -5.287 -2.840 2.884 0.33
```

HOMO-LUMO gap	7.832	eV
calculated total energy	-45194.2594	eV
ΔE to the lowest compared entry with this formula, charge and spin	22.4014	eV


No. 2
Molecular formula: C2H6FOP
Method: DFT, the ωB97M-V functional and the def2-TZVPD basis

```
11
Properties=species:S:1:pos:R:3:mulliken_charge:R:1
C -0.636 1.301 0.213 -0.32
C 1.420 0.285 -1.063 -0.62
O -1.361 0.757 -0.643 -0.52
F -2.007 -1.073 1.000 -0.45
P 1.381 -0.831 0.142 -0.08
H -0.096 2.185 0.073 0.38
H -0.722 0.893 1.216 0.37
H 2.084 1.132 -0.963 0.40
H 0.995 0.224 -2.038 0.33
H 0.411 -1.776 -0.547 0.06
H -2.111 -0.309 0.392 0.45
```

HOMO-LUMO gap	9.993	eV
structure (SMILES)	C=O.C=P.F
calculated total energy	-16222.3483	eV
ΔE to the lowest compared entry with this formula, charge and spin	4.4647	eV


No. 3
Molecular formula: C5H14O2
Method: DFT, the ωB97M-V functional and the def2-TZVPD basis

```
21
Properties=species:S:1:pos:R:3:mulliken_charge:R:1
C 0.117 -1.055 1.345 -1.27
C 1.499 -0.445 1.372 -0.32
C 1.674 0.529 0.178 -0.52
C 2.564 1.715 0.399 -0.06
C 3.632 1.954 -0.346 -0.79
H -0.106 -1.618 0.478 0.28
H -0.138 -1.746 2.150 0.37
H -0.638 -0.266 1.413 0.36
H 1.688 0.007 2.347 0.34
H 2.271 -1.210 1.308 0.25
H 0.683 0.873 -0.093 0.32
H 2.087 -0.060 -0.641 0.26
H 2.295 2.398 1.204 0.29
H 3.878 1.276 -1.151 0.24
H 4.287 2.803 -0.200 0.26
H -1.856 -1.435 -2.014 0.31
H -2.954 -2.459 -1.639 0.32
O -2.802 -1.543 -1.873 -0.63
H -5.746 0.581 -1.952 0.32
H -6.191 -0.627 -1.119 0.31
O -6.245 0.330 -1.168 -0.63
```

HOMO-LUMO gap	10.280	eV
structure (SMILES)	C=CCCC.O.O
calculated total energy	-9506.1560	eV
ΔE to the lowest compared entry with this formula, charge and spin	0.8437	eV


No. 4
Molecular formula: C45H78F2N8O7SSi
Method: DFT, the ωB97M-V functional and the def2-TZVPD basis

```
142
Properties=species:S:1:pos:R:3:mulliken_charge:R:1
C -5.590 -4.426 0.909 -0.84
C -4.604 -5.696 0.607 -0.48
C -3.103 -5.153 0.787 -0.11
F -2.945 -4.220 1.889 -0.30
C -2.461 -4.564 -0.586 0.46
C -2.223 -5.635 -1.709 -0.96
C -1.560 -5.157 -3.055 0.82
C -1.336 -6.279 -4.185 -0.94
C 0.210 -6.554 -4.492 0.59
O 0.950 -6.871 -3.537 -0.47
F 0.631 -6.449 -5.853 -0.27
C -1.142 -3.661 -3.279 -0.02
C -0.420 -3.132 -4.615 -0.43
C 1.179 -3.108 -4.274 -0.75
C 1.627 -1.819 -3.424 -0.07
C 3.251 -1.655 -3.321 -0.74
C 3.763 -1.856 -1.779 -0.43
C 3.836 -0.482 -0.957 -0.53
C 4.627 -0.580 0.450 -0.30
C 6.000 -1.408 0.348 -0.54
Si 7.071 -1.331 1.967 0.15
C 7.528 0.456 2.483 -0.63
C 8.645 -2.404 1.562 -1.02
C 6.008 -2.266 3.303 0.45
C 4.837 -1.536 4.019 0.15
C 3.998 -2.386 5.054 -0.71
C 4.393 -3.892 5.288 -0.38
C 5.576 -4.597 4.564 -0.44
C 6.407 -3.766 3.547 -0.25
C -1.453 -2.639 -2.126 0.45
N -1.188 -1.197 -2.132 -0.32
S -1.705 -0.587 -0.634 0.05
N -2.302 -1.960 0.196 -0.31
C -2.118 -3.041 -0.744 -0.17
H -5.448 -4.037 1.989 0.21
H -6.659 -4.795 0.739 0.37
H -5.265 -3.617 0.147 0.16
H -4.744 -6.017 -0.483 0.31
H -4.778 -6.564 1.345 0.34
H -2.431 -6.058 1.055 0.28
H -2.531 -6.724 -1.529 0.28
H -1.868 -5.921 -5.143 0.35
H -1.918 -7.223 -3.853 0.41
H -0.558 -3.952 -5.403 0.36
H -0.805 -2.101 -4.955 0.18
H 1.496 -4.035 -3.652 0.19
H 1.799 -3.136 -5.242 0.40
H 1.199 -0.893 -3.950 0.24
H 1.274 -1.914 -2.325 -0.06
H 3.752 -2.461 -3.982 0.34
H 3.571 -0.611 -3.682 0.33
H 4.761 -2.416 -1.867 0.34
H 3.025 -2.615 -1.304 0.21
H 2.769 -0.124 -0.708 0.16
H 4.386 0.302 -1.588 0.30
H 3.924 -0.939 1.289 0.22
H 4.923 0.505 0.744 0.04
H 6.656 -1.091 -0.552 0.33
H 5.698 -2.526 0.256 0.27
H 7.060 0.783 3.494 0.09
H 8.677 0.578 2.595 0.36
H 7.230 1.224 1.665 0.23
H 9.275 -1.873 0.755 0.28
H 8.225 -3.367 1.068 0.24
H 9.238 -2.694 2.493 0.30
H 4.592 -0.434 3.785 0.25
H 3.112 -1.900 5.582 0.27
H 3.772 -4.516 6.033 0.27
H 5.865 -5.703 4.708 0.29
H 7.264 -4.287 3.001 0.15
C -3.990 -0.796 -4.691 -0.64
C -3.607 -1.228 -6.082 0.64
O -2.449 -1.206 -6.480 -0.67
N -4.607 -1.654 -6.904 -0.14
C -6.021 -1.747 -6.608 -0.83
H -3.100 -0.482 -4.146 -0.27
H -4.682 0.048 -4.740 0.39
H -4.449 -1.629 -4.154 0.39
H -4.288 -1.930 -7.822 0.26
H -6.332 -2.787 -6.736 0.28
H -6.564 -1.119 -7.318 0.29
H -6.252 -1.426 -5.595 0.31
C -3.688 4.909 -2.888 -1.30
C -4.638 3.788 -3.223 0.76
O -5.836 3.974 -3.409 -0.66
N -4.117 2.532 -3.317 0.05
C -2.741 2.125 -3.132 -0.62
H -4.232 5.851 -2.844 0.27
H -3.228 4.730 -1.913 0.34
H -2.918 4.988 -3.659 0.45
H -4.802 1.825 -3.544 0.12
H -2.396 1.653 -4.055 0.27
H -2.706 1.396 -2.320 0.00
H -2.091 2.963 -2.892 0.37
C 3.805 2.115 5.943 -1.22
C 5.276 2.293 5.674 0.88
O 5.956 1.424 5.137 -0.75
N 5.842 3.469 6.052 -0.10
C 5.203 4.598 6.692 -0.95
H 3.485 1.133 5.592 0.11
H 3.610 2.180 7.016 0.42
H 3.233 2.878 5.409 0.33
H 6.830 3.529 5.845 0.24
H 5.326 5.469 6.050 0.32
H 5.702 4.780 7.647 0.34
H 4.143 4.427 6.866 0.31
C -7.310 6.497 0.678 -1.38
C -6.920 6.066 -0.713 0.78
O -5.761 6.095 -1.108 -0.58
N -7.912 5.635 -1.538 -0.09
C -9.325 5.532 -1.249 -0.89
H -6.423 6.816 1.225 0.29
H -8.007 7.336 0.628 0.37
H -7.765 5.661 1.214 0.36
H -7.585 5.360 -2.456 0.23
H -9.629 4.490 -1.378 0.29
H -9.869 6.156 -1.962 0.30
H -9.564 5.852 -0.237 0.34
C -4.340 1.687 4.156 -1.13
C -5.498 0.727 4.076 0.71
O -6.496 0.844 4.776 -0.66
N -5.401 -0.298 3.184 -0.07
C -4.307 -0.592 2.282 -0.70
H -4.549 2.452 4.905 0.29
H -3.432 1.155 4.449 0.32
H -4.194 2.178 3.191 0.31
H -6.208 -0.907 3.177 0.19
H -4.689 -0.576 1.258 0.22
H -3.933 -1.592 2.511 0.24
H -3.494 0.125 2.374 0.28
C 5.994 4.754 2.206 -1.11
C 4.994 5.630 2.916 0.69
O 4.715 5.479 4.100 -0.61
N 4.396 6.614 2.189 -0.18
C 4.599 6.936 0.793 -0.87
H 6.392 4.014 2.901 0.11
H 5.510 4.227 1.380 0.37
H 6.823 5.359 1.832 0.42
H 3.736 7.166 2.720 0.25
H 4.947 7.969 0.724 0.29
H 3.642 6.844 0.275 0.28
H 5.327 6.280 0.321 0.34
```

HOMO-LUMO gap	6.632	eV
structure (SMILES)	CC[C@H](F)c1cc(CC(=O)F)c(CCCCCCCC[Si](C)(C)c2ccccc2)c2nsnc12.CNC(C)=O.CNC(C)=O.CNC(C)=O.CNC(C)=O.CNC(C)=O.CNC(C)=O
calculated total energy	-98322.9164	eV


No. 5
Molecular formula: C10H15Cl5GeN2Pt
Method: DFT, the ωB97M-V functional and the def2-TZVPD basis

```
34
Properties=species:S:1:pos:R:3:mulliken_charge:R:1
Pt -0.190 0.256 -0.020 0.42
Cl 0.738 2.807 1.924 -0.16
C -0.426 3.138 0.666 0.91
C -0.765 2.139 -0.238 -1.61
C -1.669 2.468 -1.243 0.99
Cl -2.124 1.258 -2.406 -0.20
C -2.225 3.742 -1.349 -0.03
Cl -3.331 4.109 -2.615 -0.17
C -1.879 4.721 -0.421 0.34
Cl -2.560 6.297 -0.532 -0.17
C -0.972 4.421 0.589 0.06
Cl -0.526 5.630 1.730 -0.18
C 1.981 -2.806 1.252 -0.97
Ge 0.138 -2.863 0.637 0.02
C -0.713 -4.442 1.363 -1.13
C 0.091 -3.004 -1.306 -1.04
C -0.793 -1.247 1.265 -1.04
H 2.526 -3.690 0.915 0.36
H 2.004 -2.783 2.343 0.33
H 2.506 -1.918 0.889 0.22
H -0.181 -5.334 1.024 0.35
H -1.751 -4.504 1.032 0.35
H -0.698 -4.418 2.454 0.35
H 0.718 -3.822 -1.668 0.37
H 0.411 -2.076 -1.782 0.33
H -0.937 -3.191 -1.625 0.34
H -0.537 -1.012 2.299 0.40
H -1.873 -1.395 1.177 0.46
N 1.979 1.763 -1.607 -0.51
N 1.890 0.645 -0.706 -0.49
H 2.951 1.974 -1.809 0.27
H 1.557 2.558 -1.143 0.19
H 2.472 0.763 0.119 0.32
H 2.187 -0.182 -1.208 0.32
```

HOMO-LUMO gap (spin up / spin down)	6.787 / 6.773	eV
calculated total energy	-135965.6098	eV
ΔE to the lowest compared entry with this formula, charge and spin	1.6802	eV


No. 6
Molecular formula: C31H66Br2NO12PS2Sb
Method: DFT, the ωB97M-V functional and the def2-TZVPD basis

```
116
Properties=species:S:1:pos:R:3:mulliken_charge:R:1
C -2.501 -0.812 -1.769 -0.74
C -1.656 0.241 -1.022 -0.22
P 0.118 -0.180 -1.144 -0.24
C 0.484 0.115 -2.928 -0.33
C -0.365 1.129 -3.703 -1.42
Sb 1.333 1.638 0.201 0.75
S -0.688 3.190 0.594 -0.38
Br 1.772 3.140 -2.007 -0.59
C 2.585 2.897 1.425 -0.45
C 3.275 4.103 0.819 -1.03
C 2.385 5.306 0.601 -0.45
Br 1.853 6.119 2.307 -0.25
N 0.993 0.427 1.823 -0.21
C 1.153 0.665 3.046 0.31
C 2.402 0.233 3.794 -1.35
C 0.091 1.348 3.900 -0.75
S 3.688 0.478 -0.223 1.14
C 3.766 -0.556 -1.667 -0.99
O 3.944 -0.443 0.894 -0.65
O 4.719 1.507 -0.406 -0.70
H -2.680 -0.480 -2.792 0.20
H -3.483 -0.884 -1.304 -0.06
H -2.031 -1.797 -1.797 0.34
H -1.875 1.233 -1.412 0.36
H -1.898 0.246 0.043 0.39
H 0.354 -0.879 -3.371 0.50
H 1.540 0.356 -3.037 0.17
H -0.699 1.945 -3.066 0.21
H -1.213 0.657 -4.199 0.44
H 0.247 1.603 -4.475 0.42
H -1.356 2.426 1.466 -0.03
H 3.352 2.205 1.773 0.31
H 1.964 3.205 2.267 0.34
H 4.049 4.416 1.530 0.47
H 3.794 3.846 -0.103 0.31
H 1.453 5.075 0.096 0.12
H 2.903 6.097 0.071 0.46
H 3.260 0.248 3.126 0.24
H 2.590 0.879 4.657 0.36
H 2.260 -0.785 4.171 0.40
H 0.091 2.420 3.678 0.25
H 0.287 1.226 4.968 0.48
H -0.883 0.915 3.671 0.12
H 3.793 0.048 -2.572 0.35
H 2.936 -1.260 -1.676 0.17
H 4.699 -1.117 -1.591 0.26
O -5.743 -0.772 -0.677 -0.59
C -5.790 -0.551 0.503 0.83
O -5.170 -1.405 1.340 -0.40
C -5.025 -1.150 2.747 -0.17
C -6.248 -1.580 3.528 -1.07
C -6.569 0.619 1.063 -1.06
H -4.768 -0.109 2.927 0.36
H -4.159 -1.737 3.041 0.28
H -7.133 -1.012 3.239 0.27
H -6.071 -1.427 4.593 0.33
H -6.456 -2.636 3.350 0.32
H -7.617 0.325 1.131 0.26
H -6.486 1.438 0.354 0.30
H -6.235 0.957 2.039 0.34
O 5.087 -4.214 -2.664 -0.56
C 5.817 -4.414 -1.729 0.75
O 5.886 -3.484 -0.766 -0.19
C 6.568 -3.666 0.479 -0.46
C 8.047 -3.359 0.371 -1.03
C 6.695 -5.644 -1.649 -1.04
H 6.380 -4.666 0.875 0.34
H 6.080 -2.955 1.144 0.39
H 8.556 -4.041 -0.312 0.28
H 8.516 -3.442 1.352 0.38
H 8.186 -2.343 0.004 0.30
H 7.591 -5.456 -2.241 0.27
H 6.155 -6.471 -2.101 0.22
H 6.994 -5.920 -0.642 0.36
O -3.793 2.696 -5.621 -0.58
C -2.972 3.571 -5.617 0.78
O -3.205 4.666 -4.859 -0.38
C -2.204 5.663 -4.621 -0.31
C -2.140 6.695 -5.729 -0.97
C -1.737 3.509 -6.487 -0.93
H -1.236 5.197 -4.434 0.26
H -2.512 6.131 -3.688 0.34
H -1.850 6.248 -6.680 0.27
H -1.412 7.467 -5.478 0.35
H -3.116 7.164 -5.861 0.30
H -2.023 3.809 -7.495 0.30
H -1.397 2.477 -6.515 0.28
H -0.910 4.128 -6.151 0.32
O -1.253 -5.287 -3.793 -0.58
C -0.294 -5.752 -3.241 0.73
O 0.922 -5.239 -3.513 -0.38
C 2.119 -5.661 -2.844 -0.15
C 2.713 -6.894 -3.493 -0.87
C -0.419 -6.940 -2.309 -0.93
H 1.937 -5.805 -1.779 0.26
H 2.805 -4.824 -2.939 0.22
H 2.040 -7.751 -3.431 0.33
H 3.652 -7.157 -3.003 0.18
H 2.915 -6.698 -4.546 0.31
H -0.451 -7.844 -2.917 0.24
H -1.366 -6.845 -1.785 0.30
H 0.381 -7.035 -1.581 0.32
O -3.388 -0.101 4.898 -0.50
C -3.421 0.669 5.818 0.84
O -4.606 1.254 6.115 -0.38
C -4.779 2.088 7.266 -0.43
C -4.340 3.514 7.011 -0.98
C -2.181 1.018 6.600 -1.13
H -4.277 1.655 8.132 0.38
H -5.850 2.049 7.465 0.33
H -3.274 3.573 6.790 0.26
H -4.542 4.132 7.887 0.37
H -4.881 3.926 6.160 0.30
H -1.636 1.800 6.072 0.16
H -1.556 0.129 6.618 0.36
H -2.354 1.333 7.625 0.41
```

net charge	-1
HOMO-LUMO gap	6.490	eV
calculated total energy	-236861.0702	eV


No. 7
Molecular formula: C2H5NO
Method: DFT, the ωB97M-V functional and the def2-TZVPD basis

```
9
Properties=species:S:1:pos:R:3:mulliken_charge:R:1
C -1.033 0.296 -0.136 -0.94
C 0.290 -0.347 -0.432 0.58
N 1.259 -0.258 0.534 -0.38
O 0.409 -0.972 -1.458 -0.57
H -1.095 1.295 -0.582 0.29
H -1.256 0.725 0.853 0.33
H -1.807 -0.397 -0.432 0.26
H 2.036 -0.886 0.521 0.22
H 1.198 0.545 1.132 0.20
```

HOMO-LUMO gap	10.765	eV
structure (SMILES)	CC(N)=O
calculated total energy	-5692.7820	eV
ΔE to the lowest compared entry with this formula, charge and spin	0.4476	eV


No. 8
Molecular formula: C3H8FN2O2
Method: DFT, the ωB97M-V functional and the def2-TZVPD basis

```
16
Properties=species:S:1:pos:R:3:mulliken_charge:R:1
C -0.611 0.588 -0.267 -0.37
H 1.037 0.168 -1.573 0.25
F -0.404 2.068 -0.439 -0.41
C 0.719 -0.108 -0.555 -0.09
H -1.249 0.411 -1.144 0.04
C -1.230 0.364 1.091 -1.14
H -0.543 0.642 1.898 0.35
H -2.164 0.941 1.158 0.35
H -1.467 -0.707 1.173 0.21
N 0.676 -1.480 -0.282 -0.79
H 1.284 -1.995 -0.921 0.27
H -0.361 -1.908 -0.353 0.21
N 1.866 0.571 0.272 1.00
O 1.842 0.514 1.481 -0.60
O 2.764 1.093 -0.365 -0.65
H -2.162 -1.161 -1.176 0.38
```

net charge	-1
HOMO-LUMO gap	5.947	eV
calculated total energy	-13029.2190	eV
ΔE to the lowest compared entry with this formula, charge and spin	2.2119	eV